Model 1:
Here is a single C8H18O2 molecule from the OMol25 dataset. Energies are from ωB97M-V with the def2-TZVPD basis set.

Summary:
frontier orbital gap: 10.70 eV
structure (SMILES): CCC[C@@H](O)[C@@H](CC)CO

Geometry as ORCA input:
```
! RIJCOSX wB97M-V def2-TZVPD def2/J DEFGRID3
* xyz 0 1
C 3.278 0.185 -1.144
C 2.113 -0.766 -1.390
C 0.769 -0.230 -0.888
C 0.650 -0.206 0.640
O 1.477 0.776 1.227
C -0.799 -0.049 1.167
C -1.545 1.194 0.638
C -2.357 1.007 -0.640
C -1.600 -1.345 0.986
O -2.884 -1.283 1.558
H 3.399 0.371 -0.081
H 3.107 1.135 -1.648
H 4.200 -0.244 -1.529
H 2.317 -1.723 -0.905
H 2.027 -0.952 -2.464
H 0.620 0.780 -1.278
H -0.021 -0.871 -1.280
H 1.040 -1.152 1.036
H 1.241 1.634 0.856
H -0.674 0.099 2.249
H -2.237 1.526 1.416
H -0.824 2.003 0.494
H -1.743 0.678 -1.472
H -3.150 0.283 -0.479
H -2.816 1.956 -0.912
H -1.766 -1.565 -0.069
H -1.029 -2.180 1.421
H -2.795 -1.061 2.491
*
```

=====

Model 2:
Here is 2 unconnected molecules or ions with the total composition C8H18O2 from the OMol25 dataset. Energies are from ωB97M-V with the def2-TZVPD basis set.

Summary:
frontier orbital gap: 10.31 eV
structure (SMILES): C=C(C)C(C)C.CC(O)O

Geometry as ORCA input:
```
! RIJCOSX wB97M-V def2-TZVPD def2/J DEFGRID3
* xyz 0 1
C 0.894 2.083 0.598
C 0.860 0.765 0.708
C 0.383 0.036 1.922
C 1.661 -0.155 -0.477
C 3.088 -0.278 0.048
C 1.099 -1.537 -0.793
H 1.268 2.585 -0.281
H 0.559 2.713 1.410
H 0.900 0.415 2.805
H 0.575 -1.033 1.870
H -0.685 0.196 2.066
H 1.684 0.449 -1.389
H 3.535 0.699 0.218
H 3.107 -0.837 0.983
H 3.710 -0.803 -0.678
H 0.112 -1.455 -1.240
H 1.042 -2.162 0.096
H 1.733 -2.026 -1.533
C -3.382 -0.420 -1.265
C -2.238 -0.087 -0.310
O -2.678 0.715 0.776
O -1.239 0.543 -1.024
H -3.733 0.496 -1.739
H -4.203 -0.884 -0.720
H -3.030 -1.101 -2.036
H -1.881 -1.011 0.178
H -2.955 1.566 0.410
H -0.186 0.530 -0.604
*
```

=====

The most stable arrangement is model 1, and the next structure is 142.4 kJ/mol less stable.

=====

Model 1:
Here is a molecular structure, C40H28F2IN3PPd from the OMol25 dataset. Energies are from ωB97M-V with the def2-TZVPD basis set.

Summary:
frontier orbital gap (alpha / beta): 7.75 / 7.22 eV
<S²>: 2.01

Geometry as ORCA input:
```
! RIJCOSX wB97M-V def2-TZVPD def2/J DEFGRID3
* xyz 1 3
Pd -0.150 0.242 -0.551
I 0.214 2.497 -2.221
C -0.512 4.181 -1.125
C 0.267 5.284 -1.352
C -0.083 6.534 -0.827
C -1.226 6.648 -0.098
C -2.041 5.523 0.159
C -3.215 5.711 0.922
C -4.038 4.669 1.211
C -3.697 3.387 0.761
C -2.559 3.133 0.021
P -2.237 1.348 -0.283
C -3.211 0.956 -1.783
C -2.703 0.025 -2.691
C -3.408 -0.297 -3.840
C -4.630 0.311 -4.094
C -5.138 1.242 -3.201
C -4.433 1.566 -2.051
C -3.113 0.596 1.126
C -2.501 0.764 2.368
C -3.055 0.193 3.501
C -4.211 -0.567 3.395
C -4.825 -0.731 2.161
C -4.284 -0.145 1.025
C -1.694 4.221 -0.336
H 1.159 5.196 -1.957
H 0.550 7.390 -1.019
H -1.534 7.606 0.301
H -3.441 6.710 1.272
H -4.932 4.808 1.803
H -4.350 2.569 1.023
H -1.744 -0.443 -2.504
H -3.007 -1.017 -4.543
H -5.176 0.065 -4.994
H -6.086 1.722 -3.405
H -4.828 2.309 -1.369
H -1.587 1.346 2.435
H -2.580 0.326 4.464
H -4.632 -1.036 4.274
H -5.738 -1.308 2.080
H -4.773 -0.266 0.065
F 4.041 2.119 2.573
C 3.506 1.113 1.872
C 2.280 1.306 1.253
C 1.733 0.269 0.526
C 2.392 -0.964 0.426
C 3.623 -1.098 1.063
F 4.305 -2.251 0.966
C 4.202 -0.074 1.783
C 1.802 -2.020 -0.417
C 1.988 -3.386 -0.215
C 1.449 -4.279 -1.122
C 0.736 -3.796 -2.211
C 0.543 -2.432 -2.308
N 1.044 -1.565 -1.430
H 1.796 2.271 1.349
H 5.173 -0.200 2.241
H 2.537 -3.735 0.646
H 1.598 -5.343 -0.991
H 0.341 -4.461 -2.967
H -0.022 -2.010 -3.132
N -2.766 -3.576 0.078
C -2.399 -2.520 -0.683
N -1.525 -1.749 -0.096
C -1.292 -2.330 1.150
C -0.475 -1.923 2.202
C -0.442 -2.714 3.331
C -1.211 -3.883 3.428
C -2.043 -4.289 2.406
C -2.074 -3.489 1.269
H -3.432 -4.286 -0.170
H -2.802 -2.347 -1.670
H 0.098 -1.011 2.119
H 0.186 -2.429 4.165
H -1.150 -4.476 4.331
H -2.649 -5.183 2.481
*
```

=====

Model 2:
Here is a molecular structure, C40H28F2IN3PPd from the OMol25 dataset. Energies are from ωB97M-V with the def2-TZVPD basis set.

Summary:
frontier orbital gap (alpha / beta): 6.98 / 6.65 eV
<S²>: 2.01

Geometry as ORCA input:
```
! RIJCOSX wB97M-V def2-TZVPD def2/J DEFGRID3
* xyz 1 3
Pd 0.504 1.144 0.161
I 0.253 0.850 2.986
C 1.215 -1.022 3.153
C 1.984 -1.079 4.286
C 2.725 -2.222 4.618
C 2.655 -3.304 3.798
C 1.857 -3.284 2.629
C 1.805 -4.473 1.864
C 1.036 -4.555 0.747
C 0.323 -3.419 0.340
C 0.361 -2.221 1.018
P -0.656 -0.921 0.207
C -2.342 -1.428 0.717
C -2.820 -1.105 1.987
C -4.040 -1.592 2.429
C -4.802 -2.412 1.611
C -4.330 -2.754 0.353
C -3.108 -2.272 -0.091
C -0.560 -1.202 -1.583
C -1.599 -0.751 -2.398
C -1.437 -0.702 -3.775
C -0.236 -1.090 -4.349
C 0.809 -1.517 -3.542
C 0.654 -1.566 -2.167
C 1.114 -2.121 2.242
H 2.024 -0.222 4.946
H 3.327 -2.231 5.516
H 3.200 -4.211 4.026
H 2.386 -5.321 2.203
H 0.975 -5.467 0.170
H -0.271 -3.494 -0.561
H -2.242 -0.471 2.645
H -4.394 -1.329 3.418
H -5.756 -2.789 1.955
H -4.912 -3.402 -0.289
H -2.756 -2.563 -1.070
H -2.527 -0.406 -1.962
H -2.249 -0.350 -4.398
H -0.111 -1.049 -5.423
H 1.757 -1.799 -3.983
H 1.489 -1.867 -1.545
F -0.348 2.164 -5.099
C 0.558 1.892 -4.147
C 0.151 1.828 -2.827
C 1.079 1.523 -1.845
C 2.424 1.290 -2.178
C 2.770 1.379 -3.526
F 4.036 1.144 -3.934
C 1.865 1.673 -4.525
C 3.363 0.944 -1.090
C 4.746 0.817 -1.243
C 5.530 0.484 -0.154
C 4.936 0.285 1.080
C 3.567 0.438 1.164
N 2.800 0.756 0.121
H -0.896 1.991 -2.594
H 2.177 1.720 -5.558
H 5.204 0.981 -2.202
H 6.601 0.386 -0.273
H 5.512 0.023 1.957
H 3.060 0.305 2.108
N -1.305 5.107 -0.123
C -0.455 4.078 -0.330
N -0.906 2.948 0.152
C -2.148 3.244 0.705
C -3.084 2.415 1.318
C -4.252 2.993 1.769
C -4.498 4.367 1.612
C -3.588 5.197 0.992
C -2.411 4.607 0.542
H -1.157 6.056 -0.421
H 0.485 4.192 -0.848
H -2.904 1.354 1.417
H -5.002 2.377 2.248
H -5.428 4.780 1.978
H -3.784 6.253 0.862
*
```

=====

The most stable arrangement is model 2, and the next structure is 7.6 kJ/mol less stable.

=====

Model 1:
Here is 2 unconnected molecules or ions with the total composition C6H11P from the OMol25 dataset. Energies are from ωB97M-V with the def2-TZVPD basis set.

Summary:
frontier orbital gap: 9.41 eV
structure (SMILES): C/C=P\CC.C#C

Geometry as ORCA input:
```
! RIJCOSX wB97M-V def2-TZVPD def2/J DEFGRID3
* xyz 0 1
C 0.891 -1.615 0.718
C 0.104 -1.301 -0.475
P 0.085 -0.046 -1.531
C 1.367 1.118 -0.981
C 0.948 1.874 0.238
H 1.918 -1.414 0.878
H 0.876 -2.705 1.214
H 0.470 -1.077 1.535
H -0.725 -2.038 -0.587
H 2.377 0.528 -0.949
H 1.537 1.743 -1.855
H -0.092 2.175 0.082
H 0.999 1.293 1.146
H 1.485 2.837 0.621
C -3.078 -0.450 -0.572
C -2.998 -0.251 0.561
H -3.288 -0.755 -1.601
H -2.875 0.083 1.561
*
```

=====

Model 2:
Here is a single C6H11P molecule from the OMol25 dataset. Energies are from ωB97M-V with the def2-TZVPD basis set.

Summary:
frontier orbital gap: 8.62 eV
structure (SMILES): [H]/P=C(/C=C)C(C)C

Geometry as ORCA input:
```
! RIJCOSX wB97M-V def2-TZVPD def2/J DEFGRID3
* xyz 0 1
H -0.782 -2.527 0.481
P -1.810 -1.634 0.141
C -0.875 -0.232 -0.032
C -1.761 1.077 -0.176
C -1.506 2.376 -0.100
C 0.639 -0.043 -0.143
C 1.253 -0.997 -1.150
C 1.265 -0.499 1.257
H -2.697 0.923 -0.552
H -2.084 3.230 -0.388
H -0.520 2.666 0.360
H 0.720 1.067 -0.467
H 1.032 -1.947 -0.899
H 2.261 -0.742 -1.160
H 0.740 -0.944 -2.197
H 1.047 -1.460 1.542
H 2.276 -0.489 1.346
H 0.805 0.174 2.139
*
```

=====

The most stable arrangement is model 2, and the next structure is 113.2 kJ/mol less stable.

=====

Model 1:
Here is a single H3NO3Si molecule from the OMol25 dataset. Energies are from ωB97M-V with the def2-TZVPD basis set.

Summary:
frontier orbital gap: 10.19 eV
structure (SMILES): O=[N+]([O-])O[SiH3]

Geometry as ORCA input:
```
! RIJCOSX wB97M-V def2-TZVPD def2/J DEFGRID3
* xyz 0 1
O -2.823 -0.808 -1.071
N -3.063 -0.184 -0.152
O -3.985 0.077 0.534
O -1.664 0.529 0.474
Si -0.225 0.023 0.270
H 0.752 0.709 1.154
H -0.083 -1.459 0.522
H 0.021 0.160 -1.223
*
```

=====

Model 2:
Here is a single H3NO3Si molecule from the OMol25 dataset. Energies are from ωB97M-V with the def2-TZVPD basis set.

Summary:
frontier orbital gap: 10.73 eV
structure (SMILES): O=[N+]([O-])[SiH2]O

Geometry as ORCA input:
```
! RIJCOSX wB97M-V def2-TZVPD def2/J DEFGRID3
* xyz 0 1
O 0.877 0.384 1.581
N 0.800 0.755 0.382
O 1.434 1.735 -0.034
Si -0.253 -0.260 -0.679
O -1.202 -1.067 0.427
H 0.700 -1.191 -1.547
H -1.238 0.524 -1.545
H -1.119 -0.880 1.415
*
```

=====

The most stable arrangement is model 2, and the next structure is 265.6 kJ/mol less stable.

=====

Model 1:
Here is 2 unconnected molecules or ions with the total composition H3NO3Si from the OMol25 dataset. Energies are from ωB97M-V with the def2-TZVPD basis set.

Summary:
frontier orbital gap: 9.25 eV
structure (SMILES): O=[SiH2].O=NO

Geometry as ORCA input:
```
! RIJCOSX wB97M-V def2-TZVPD def2/J DEFGRID3
* xyz 0 1
O -0.945 -1.090 0.228
Si -1.553 0.302 0.052
H -3.150 0.437 0.176
H -0.563 1.347 -0.196
O 2.342 1.064 -0.072
N 1.397 0.329 0.073
O 1.649 -0.976 -0.055
H 0.823 -1.413 -0.205
*
```

=====

Model 2:
Here is 2 unconnected molecules or ions with the total composition H3NO3Si from the OMol25 dataset. Energies are from ωB97M-V with the def2-TZVPD basis set.

Summary:
frontier orbital gap (alpha / beta): 9.57 / 6.91 eV

Geometry as ORCA input:
```
! RIJCOSX wB97M-V def2-TZVPD def2/J DEFGRID3
* xyz 0 1
N -2.386 -2.447 0.911
O -3.437 -2.454 1.364
O -1.434 -3.031 0.637
O -1.928 -0.196 0.148
Si -0.415 0.093 -0.057
H -0.262 1.183 -1.039
H 0.324 0.427 1.175
H 0.239 -1.108 -0.640
*
```

=====

The most stable arrangement is model 1, and the next structure is 208.5 kJ/mol less stable.